C30H53BrN4P2V | wB97M-V/def2-TZVPD

The geometry in XYZ format:
```
91
C30H53BrN4P2V | the OMol25 dataset | wB97M-V/def2-TZVPD
N -5.25 -0.74 2.80
C -4.24 -0.02 3.34
C -3.24 0.61 2.60
C -3.21 0.49 1.19
C -4.29 -0.23 0.63
C -5.25 -0.81 1.46
C -2.18 1.16 0.40
V -0.35 -0.04 -0.07
P 1.52 0.64 -1.42
C -2.07 1.05 -1.02
C -1.64 2.14 -1.90
C -1.95 2.09 -3.28
C -1.52 3.09 -4.17
C -0.78 4.17 -3.67
C -0.50 4.28 -2.30
C -0.94 3.28 -1.43
Br -0.14 5.51 -4.87
H -1.78 2.07 0.87
H -2.72 0.32 -1.51
H -2.47 1.19 3.12
H -4.39 -0.32 -0.46
H -4.25 0.06 4.44
H -6.09 -1.37 1.01
H -2.52 1.24 -3.67
H -0.71 3.37 -0.36
H -1.75 3.02 -5.23
H 0.05 5.14 -1.92
P -0.85 -2.38 -0.59
C 2.31 2.19 -0.73
C 3.12 3.12 -1.65
H 2.93 1.86 0.12
H 1.47 2.75 -0.29
H 3.46 4.01 -1.09
H 4.01 2.63 -2.07
H 2.50 3.48 -2.49
C 1.22 1.04 -3.23
C 2.36 0.93 -4.25
H 0.79 2.05 -3.24
H 0.39 0.37 -3.53
H 1.98 1.17 -5.26
H 3.18 1.64 -4.03
H 2.78 -0.09 -4.29
C 2.92 -0.61 -1.49
C 4.37 -0.14 -1.67
H 2.64 -1.32 -2.28
H 2.84 -1.17 -0.54
H 5.06 -1.00 -1.64
H 4.53 0.38 -2.63
H 4.67 0.55 -0.86
C 0.14 -3.80 0.14
C 1.65 -3.69 -0.03
H -0.24 -4.74 -0.31
H -0.12 -3.84 1.21
H 2.16 -4.54 0.46
H 1.95 -3.68 -1.09
H 2.02 -2.76 0.43
C -0.65 -2.78 -2.41
C -1.51 -1.89 -3.31
H -0.88 -3.85 -2.57
H 0.42 -2.63 -2.64
H -1.31 -2.09 -4.38
H -2.59 -2.05 -3.14
H -1.29 -0.83 -3.12
C -2.56 -3.08 -0.29
C -2.90 -3.23 1.20
H -2.65 -4.05 -0.81
H -3.28 -2.39 -0.76
H -3.96 -3.50 1.34
H -2.29 -4.03 1.67
H -2.71 -2.29 1.74
C -0.47 1.16 5.01
N 0.16 0.03 4.36
C 0.19 -1.25 5.03
C 0.73 0.16 3.06
N -0.06 -0.02 2.03
N 2.14 0.38 2.97
C 2.89 0.99 4.05
C 2.87 -0.22 1.90
H 0.05 1.38 5.97
H -1.53 0.93 5.23
H -0.42 2.07 4.37
H 0.69 -2.02 4.41
H 0.74 -1.16 5.99
H -0.85 -1.58 5.23
H -0.99 -0.31 2.32
H 3.59 0.25 4.49
H 3.47 1.85 3.66
H 2.24 1.37 4.86
H 2.78 -1.32 1.98
H 2.40 0.10 1.00
H 3.95 0.05 1.92
```

The calculation puts the HOMO energy (spin up / spin down) at -0.4991 / -0.5033 Eh. Its charge is +2. The calculation puts the largest force on an atom at 0.0745 Eh/bohr. For the molar mass, the calculation gives 662.58 u. Its spin multiplicity is 4.